# 1
{"formula": "C8H27BrN9O5", "method": "ωB97M-V with the def2-TZVPD basis set", "molar_mass_g_mol": 409.27, "e_tot_ev": -102432.029, "charge": -1, "e_homo_ev": -5.58, "homo_lumo_gap_ev": 8.19, "max_force_ha_per_bohr": 0.04451, "relative_energy_kcal_mol": 16.29, "symbols": ["Br", "C", "O", "N", "N", "H", "H", "H", "H", "C", "O", "N", "N", "H", "H", "H", "H", "C", "O", "N", "N", "H", "H", "H", "H", "C", "O", "N", "N", "H", "H", "H", "H", "C", "C", "C", "O", "C", "N", "H", "H", "H", "H", "H", "H", "H", "H", "H", "H", "H"], "positions_angstrom": [[6.899, -16.519, 19.314], [6.477, -13.720, 23.019], [6.493, -14.664, 23.789], [6.801, -12.442, 23.412], [6.217, -13.820, 21.680], [6.704, -12.200, 24.382], [6.749, -11.668, 22.781], [6.151, -14.683, 21.149], [6.269, -12.999, 21.111], [7.262, -20.765, 20.605], [8.231, -20.256, 21.170], [6.340, -20.033, 19.897], [7.009, -22.093, 20.659], [5.572, -20.551, 19.524], [6.584, -19.109, 19.557], [7.543, -22.682, 21.271], [6.291, -22.549, 20.136], [2.931, -16.188, 17.994], [1.883, -15.706, 17.540], [3.736, -16.987, 17.262], [3.416, -15.838, 19.231], [4.672, -17.179, 17.593], [3.489, -17.005, 16.290], [2.799, -15.365, 19.859], [4.221, -16.366, 19.532], [6.359, -13.327, 16.603], [6.002, -12.504, 15.754], [7.355, -14.228, 16.365], [5.861, -13.378, 17.867], [7.585, -14.954, 17.028], [7.853, -14.201, 15.499], [6.275, -14.000, 18.538], [5.070, -12.792, 18.051], [10.234, -16.247, 21.658], [9.643, -17.565, 22.133], [10.433, -18.251, 23.257], [10.971, -17.369, 24.210], [11.852, -17.982, 25.090], [8.217, -17.395, 22.503], [9.566, -15.715, 20.981], [11.146, -16.517, 21.119], [10.409, -15.580, 22.503], [9.665, -18.272, 21.295], [11.283, -18.685, 22.701], [9.846, -19.080, 23.663], [11.888, -17.505, 26.072], [12.895, -18.007, 24.738], [11.570, -19.031, 25.261], [7.831, -18.340, 22.445], [7.777, -16.988, 21.672]]}



# 2
{"formula": "C44H47AsN4O3RuS4SiTe", "method": "ωB97M-V with the def2-TZVPD basis set", "molar_mass_g_mol": 1139.83, "spin_multiplicity": 5, "e_tot_ev": -180430.064, "charge": -2, "e_homo_ev": [-0.82, -1.89], "s_squared": 6.05, "homo_lumo_gap_ev": [4.50, 4.72], "max_force_ha_per_bohr": 0.04935, "relative_energy_kcal_mol": 27.64, "symbols": ["Ru", "S", "As", "S", "S", "S", "C", "Si", "C", "C", "N", "C", "C", "C", "C", "C", "C", "O", "C", "C", "C", "C", "C", "C", "H", "H", "H", "H", "H", "H", "H", "H", "H", "H", "H", "H", "H", "H", "H", "H", "H", "H", "C", "C", "C", "C", "C", "C", "Te", "N", "C", "O", "C", "C", "C", "C", "C", "C", "C", "C", "C", "C", "C", "C", "C", "C", "C", "C", "H", "H", "H", "H", "H", "H", "H", "H", "H", "H", "H", "H", "H", "H", "H", "H", "H", "H", "H", "H", "H", "H", "H", "N", "C", "O", "C", "C", "C", "N", "C", "C", "H", "H", "H", "H", "H", "H"], "positions_angstrom": [[0.381, 1.959, 0.463], [3.157, -0.278, 3.394], [2.623, 1.622, 2.630], [0.512, 2.134, 2.896], [2.802, 1.775, 0.450], [3.939, 2.939, 3.649], [0.702, 1.147, -4.610], [0.832, 0.973, -2.689], [2.652, 0.370, -2.523], [-0.548, -0.273, -2.295], [0.590, 2.347, -1.649], [0.816, 3.639, -1.975], [1.052, 4.093, -3.287], [1.243, 5.425, -3.587], [1.215, 6.385, -2.592], [1.013, 5.986, -1.279], [0.820, 4.653, -0.979], [0.723, 4.212, 0.326], [0.460, 5.143, 1.309], [1.444, 5.392, 2.257], [1.182, 6.268, 3.293], [-0.049, 6.897, 3.378], [-1.018, 6.660, 2.416], [-0.769, 5.790, 1.372], [0.627, 0.148, -5.029], [1.579, 1.609, -5.054], [-0.177, 1.696, -4.929], [2.954, -0.226, -3.380], [2.797, -0.217, -1.619], [3.325, 1.223, -2.460], [-0.743, -0.949, -3.121], [-1.478, 0.230, -2.040], [-0.287, -0.866, -1.425], [1.088, 3.371, -4.079], [1.423, 5.715, -4.615], [1.364, 7.431, -2.819], [1.029, 6.714, -0.478], [2.398, 4.884, 2.191], [1.945, 6.445, 4.034], [-0.255, 7.576, 4.194], [-1.982, 7.145, 2.486], [-1.519, 5.588, 0.619], [-1.972, -6.463, -3.392], [-1.131, -5.543, -2.556], [-1.225, -5.505, -1.176], [-0.474, -4.613, -0.421], [-0.593, -4.654, 1.072], [0.391, -3.719, -1.055], [1.514, -2.323, 0.179], [-0.088, 0.154, 0.685], [-1.326, -0.215, 0.967], [-2.294, -0.089, 0.201], [-1.534, -0.840, 2.323], [-2.828, -0.879, 2.836], [-3.059, -1.399, 4.096], [-2.007, -1.881, 4.859], [-0.716, -1.828, 4.358], [-0.479, -1.302, 3.103], [3.013, -3.882, 0.390], [3.509, -4.491, -0.753], [4.500, -5.454, -0.697], [5.031, -5.813, 0.528], [4.532, -5.225, 1.675], [3.519, -4.273, 1.631], [3.001, -3.707, 2.909], [0.515, -3.770, -2.442], [1.444, -2.893, -3.223], [-0.238, -4.684, -3.168], [-2.501, -7.186, -2.776], [-1.358, -6.999, -4.114], [-2.704, -5.882, -3.954], [-1.900, -6.186, -0.674], [-1.333, -5.391, 1.381], [-0.886, -3.681, 1.467], [0.370, -4.924, 1.509], [-3.639, -0.487, 2.237], [-4.066, -1.422, 4.491], [-2.191, -2.290, 5.846], [0.120, -2.176, 4.947], [0.537, -1.237, 2.739], [3.106, -4.211, -1.712], [4.868, -5.908, -1.609], [5.828, -6.544, 0.589], [4.938, -5.507, 2.637], [3.344, -4.294, 3.759], [1.911, -3.677, 2.909], [3.345, -2.681, 3.043], [1.919, -2.164, -2.574], [0.898, -2.364, -4.000], [2.208, -3.498, -3.714], [-0.127, -4.711, -4.245], [-6.598, 1.951, -0.512], [-5.950, 2.294, 0.680], [-6.625, 2.504, 1.692], [-4.517, 2.435, 0.597], [-3.769, 2.422, -0.603], [-2.415, 2.587, -0.574], [-1.692, 2.776, 0.555], [-2.405, 2.777, 1.710], [-3.758, 2.620, 1.775], [-7.554, 1.655, -0.388], [-6.070, 1.392, -1.160], [-4.253, 2.313, -1.563], [-1.844, 2.604, -1.496], [-1.834, 2.946, 2.616], [-4.277, 2.655, 2.719]]}



# 3
{"formula": "CH3F2O3P", "method": "ωB97M-V with the def2-TZVPD basis set", "molar_mass_g_mol": 132.00, "e_tot_ev": -21947.581, "e_homo_ev": -8.80, "homo_lumo_gap_ev": 8.81, "max_force_ha_per_bohr": 0.06203, "relative_energy_kcal_mol": 40.29, "symbols": ["C", "O", "O", "O", "F", "F", "P", "H", "H", "H"], "positions_angstrom": [[-2.421, -0.208, 0.513], [0.347, -2.562, 0.148], [0.862, 0.789, -0.537], [0.010, -0.279, -0.723], [-3.272, -0.616, -0.398], [-1.976, 1.081, 0.170], [-0.276, -1.092, 0.628], [-0.219, -3.334, 0.197], [0.293, 1.472, -0.945], [-2.897, 0.030, 1.412]]}



# 4
{"formula": "C6H12NO", "method": "ωB97M-V with the def2-TZVPD basis set", "molar_mass_g_mol": 114.17, "smiles": "CC[C@]1(O)[NH2+]C12CC2", "e_tot_ev": -9943.980, "charge": 1, "e_homo_ev": -15.15, "homo_lumo_gap_ev": 12.05, "max_force_ha_per_bohr": 0.10843, "relative_energy_kcal_mol": 72.07, "symbols": ["C", "C", "C", "O", "N", "C", "C", "C", "H", "H", "H", "H", "H", "H", "H", "H", "H", "H", "H", "H"], "positions_angstrom": [[2.962, -0.144, -0.077], [1.275, -0.216, -0.370], [-0.011, 0.687, 0.015], [0.108, 1.955, -0.352], [-0.572, 0.413, 1.401], [-1.224, 0.019, 0.141], [-2.568, 0.032, -0.346], [-1.886, -1.297, -0.276], [3.514, -0.988, 0.340], [3.476, 0.223, -0.936], [2.903, 0.739, 0.717], [1.184, -0.146, -1.490], [0.922, -1.210, -0.125], [1.068, 2.175, -0.330], [-0.054, -0.313, 1.880], [-1.077, 1.206, 1.811], [-2.674, 0.481, -1.359], [-3.445, 0.150, 0.321], [-2.279, -2.089, 0.314], [-1.622, -1.677, -1.279]]}



Question: Which formula does entry 3 have?
Answer: CH3F2O3P